Computed, not measured: a structure of composition C31H25IrN4O4S, with ωB97M-V/def2-TZVPD.

Computed properties:
HOMO, eV: -7.227
LUMO, Ha: -0.0026
HOMO-LUMO gap, eV: 7.16

The geometry in ORCA input format:
```
! wB97M-V def2-TZVPD RIJCOSX def2/J DEFGRID3
* xyz 0 1
Ir -0.235 0.307 -1.156
O 0.573 0.389 -3.043
C 1.626 -0.341 -3.309
C 2.551 0.156 -4.260
C 3.698 -0.528 -4.582
C 3.990 -1.772 -4.006
C 3.080 -2.311 -3.132
C 1.915 -1.620 -2.762
C 0.861 -2.320 -2.068
N -0.102 -1.712 -1.484
C -1.411 -2.358 -1.376
C -2.338 -1.457 -2.199
N -2.113 -0.085 -1.761
C -3.085 0.722 -1.564
C -2.997 2.052 -1.020
C -4.223 2.670 -0.705
C -4.287 3.929 -0.167
C -3.088 4.617 0.061
C -1.876 4.049 -0.239
C -1.781 2.748 -0.781
O -0.586 2.297 -1.061
H 2.324 1.111 -4.717
H 4.386 -0.095 -5.297
H 4.890 -2.307 -4.275
H 3.242 -3.301 -2.718
H 0.795 -3.403 -2.190
H -1.744 -2.400 -0.344
H -1.384 -3.361 -1.808
H -3.385 -1.741 -2.083
H -2.052 -1.536 -3.252
H -4.088 0.364 -1.791
H -5.136 2.114 -0.887
H -5.238 4.378 0.080
H -3.115 5.613 0.487
H -0.948 4.577 -0.061
O -2.847 -0.989 0.771
S -1.948 -0.369 1.710
O -2.500 0.610 2.606
N -0.649 0.182 0.906
C 0.428 0.622 1.692
C 0.470 0.709 3.072
C 1.625 1.142 3.746
C 2.745 1.535 3.075
C 2.740 1.498 1.665
C 3.810 1.995 0.888
C 3.703 2.026 -0.468
C 2.554 1.490 -1.073
N 1.583 0.939 -0.382
C 1.609 1.001 0.987
C -1.302 -1.685 2.728
C -0.229 -2.449 2.294
C 0.223 -3.497 3.081
C -0.395 -3.773 4.293
C -1.461 -2.997 4.725
C -1.915 -1.943 3.945
H -0.402 0.486 3.664
H 1.600 1.182 4.827
H 3.620 1.904 3.595
H 4.688 2.382 1.390
H 4.477 2.444 -1.095
H 2.426 1.508 -2.142
H 0.270 -2.199 1.365
H 1.068 -4.090 2.755
H -0.037 -4.589 4.908
H -1.935 -3.206 5.675
H -2.735 -1.317 4.270
*
```

---

Computed, not measured: a structure of composition C31H25N3OPPdSe, with ωB97M-V/def2-TZVPD.

Computed properties:
HOMO (spin up / spin down), eV: -4.011 / -4.011
LUMO (spin up / spin down), Ha: 0.0456 / 0.0456
HOMO-LUMO gap (spin up / spin down), eV: 5.25 / 5.25

The geometry in ORCA input format:
```
! wB97M-V def2-TZVPD RIJCOSX def2/J DEFGRID3
* xyz -1 1
Pd 1.035 0.701 1.428
C -3.833 3.032 2.735
C -2.935 3.932 3.296
C -1.581 3.685 3.265
C -1.081 2.515 2.660
C -2.007 1.578 2.131
C -3.362 1.854 2.171
N 0.245 2.225 2.614
N 1.110 3.060 3.125
C 2.395 2.728 2.910
C 3.440 3.527 3.407
C 4.745 3.241 3.074
C 5.044 2.171 2.242
C 4.025 1.342 1.769
C 2.712 1.588 2.108
H -4.894 3.237 2.740
H -3.305 4.835 3.761
H -0.872 4.365 3.715
H -2.200 -0.382 1.714
H -4.056 1.140 1.747
H 3.190 4.367 4.040
H 5.542 3.869 3.453
H 6.072 1.970 1.974
H 4.282 0.491 1.145
O -0.877 -2.172 1.103
N -1.498 0.354 1.635
C -0.990 0.322 0.250
C -2.063 -0.068 -0.725
C -3.190 0.591 -1.173
C -4.049 -0.103 -2.013
C -3.786 -1.418 -2.363
C -2.638 -2.065 -1.927
C -1.762 -1.373 -1.114
P -0.095 -1.496 -0.233
C 0.396 -3.162 -0.941
C 1.592 -3.420 -1.595
C 1.833 -4.664 -2.152
C 0.876 -5.664 -2.072
C -0.312 -5.422 -1.404
C -0.536 -4.183 -0.838
C 0.729 -0.534 -1.716
C 1.573 0.567 -1.628
C 2.033 1.203 -2.770
C 1.634 0.769 -4.022
C 0.775 -0.313 -4.123
C 0.341 -0.959 -2.982
H -0.306 -2.192 1.881
H -0.539 1.318 -0.007
H -3.409 1.610 -0.879
H -4.935 0.382 -2.402
H -4.492 -1.946 -2.989
H -2.447 -3.087 -2.226
H 2.345 -2.645 -1.654
H 2.772 -4.859 -2.656
H 1.063 -6.631 -2.519
H -1.062 -6.200 -1.321
H -1.444 -3.990 -0.287
H 1.936 0.946 -0.652
H 2.706 2.043 -2.672
H 1.989 1.263 -4.916
H 0.441 -0.661 -5.094
H -0.310 -1.819 -3.070
Se 1.996 -1.394 1.041
*
```

---

Computed, not measured: a structure of composition C31H25N7O2S3Ti, with ωB97M-V/def2-TZVPD.

Computed properties:
HOMO (spin up / spin down), eV: -10.314 / -10.315
LUMO (spin up / spin down), Ha: -0.1147 / -0.1178
HOMO-LUMO gap (spin up / spin down), eV: 7.19 / 7.11

The geometry in ORCA input format:
```
! wB97M-V def2-TZVPD RIJCOSX def2/J DEFGRID3
* xyz 1 2
Ti -0.367 0.931 -0.283
N 2.623 -0.066 -2.195
C 2.274 1.144 -1.747
N 1.059 1.581 -1.660
C 0.950 2.904 -1.036
C 2.326 3.467 -0.953
S 3.521 2.297 -1.251
C -1.487 3.417 -1.465
C -2.567 4.229 -1.511
S -4.017 3.375 -1.107
C -3.068 1.936 -0.905
N -1.781 2.112 -1.121
N -3.594 0.761 -0.533
H 1.908 -0.731 -2.453
H 3.583 -0.364 -2.196
H 2.574 4.383 -0.461
H -2.604 5.275 -1.738
H -4.580 0.670 -0.357
H -3.017 -0.070 -0.598
C 0.134 3.792 -3.300
C -0.071 3.856 -1.783
C 0.158 5.256 -1.279
C 0.147 5.616 0.007
C -0.194 4.787 1.148
C -0.621 5.425 2.320
C -1.121 4.725 3.400
C -1.344 3.360 3.293
C -0.938 2.699 2.150
S -1.329 1.007 1.853
C -0.222 3.374 1.128
N 0.371 2.530 0.238
H -0.688 4.310 -3.787
H 0.153 2.758 -3.641
H 1.067 4.276 -3.575
H 0.389 5.991 -2.034
H 0.318 6.659 0.235
H -0.552 6.500 2.369
H -1.381 5.242 4.310
H -1.831 2.806 4.080
O -1.058 -0.600 -1.444
C -0.296 -1.352 -0.776
N -0.176 -2.677 -0.860
C 0.499 -3.169 0.351
C 0.948 -1.828 0.980
O 1.585 -1.663 1.983
N 0.490 -0.812 0.169
C -0.571 -3.918 1.155
C -0.954 -3.556 2.439
C -2.003 -4.218 3.061
C -2.685 -5.233 2.414
C -2.307 -5.597 1.132
C -1.259 -4.945 0.512
C 1.698 -4.056 0.035
C 1.664 -4.897 -1.072
C 2.727 -5.738 -1.350
C 3.850 -5.733 -0.541
C 3.899 -4.884 0.550
C 2.826 -4.061 0.850
H -0.811 -3.260 -1.382
H -0.437 -2.765 2.960
H -2.301 -3.922 4.055
H -3.506 -5.738 2.899
H -2.837 -6.377 0.607
H -0.975 -5.257 -0.483
H 0.808 -4.903 -1.732
H 2.671 -6.397 -2.202
H 4.682 -6.383 -0.766
H 4.778 -4.860 1.177
H 2.874 -3.419 1.715
*
```

---

Computed, not measured: a cluster of 6 separate species, C31H26Br3N5O10 in total, with ωB97M-V/def2-TZVPD.

Computed properties:
HOMO, eV: -10.154
LUMO, Ha: -0.0342
Structure (SMILES): O=[N+]([O-])c1ccccc1.O=[N+]([O-])c1ccccc1.O=[N+]([O-])c1ccccc1.O=[N+]([O-])c1ccccc1.O=[N+]([O-])c1ccccc1.BrC(Br)Br
HOMO-LUMO gap, eV: 9.22

The geometry in ORCA input format:
```
! wB97M-V def2-TZVPD RIJCOSX def2/J DEFGRID3
* xyz 0 1
C -0.480 -4.985 -6.529
Br -1.975 -4.839 -5.137
Br -1.279 -5.562 -8.226
Br 1.094 -5.968 -5.828
H -0.091 -3.974 -6.647
C 2.720 -7.790 9.972
C 3.557 -8.789 10.467
C 3.057 -9.664 11.379
C 1.765 -9.630 11.829
C 0.971 -8.530 11.415
C 1.432 -7.683 10.466
N 1.232 -10.697 12.707
O 0.098 -10.620 12.915
O 1.901 -11.658 13.011
H 3.169 -7.079 9.295
H 4.558 -8.812 10.060
H 3.713 -10.443 11.737
H -0.067 -8.531 11.714
H 0.818 -6.872 10.104
C 2.634 9.926 0.004
C 1.238 9.841 0.200
C 0.392 10.762 -0.375
C 0.887 11.883 -1.026
C 2.268 11.975 -1.126
C 3.176 11.025 -0.647
N 0.000 12.874 -1.661
O 0.446 13.673 -2.466
O -1.174 12.774 -1.378
H 3.238 9.139 0.430
H 0.856 9.053 0.832
H -0.660 10.603 -0.190
H 2.662 12.893 -1.538
H 4.207 11.229 -0.897
C 5.101 6.078 -10.770
C 3.692 6.264 -10.740
C 2.913 5.269 -10.172
C 3.534 4.196 -9.471
C 4.890 3.975 -9.588
C 5.706 4.912 -10.174
N 2.749 3.367 -8.547
O 1.471 3.376 -8.607
O 3.313 2.712 -7.698
H 5.717 6.909 -11.082
H 3.240 7.153 -11.156
H 1.859 5.437 -10.006
H 5.310 3.075 -9.166
H 6.767 4.718 -10.119
C 0.736 0.269 -0.099
C 0.328 0.409 1.227
C 0.190 -0.698 2.088
C 0.622 -1.965 1.584
C 0.870 -2.143 0.196
C 1.009 -1.005 -0.607
N 0.839 -3.083 2.521
O 0.664 -2.929 3.711
O 1.229 -4.141 2.044
H 0.795 1.128 -0.750
H 0.128 1.389 1.633
H -0.124 -0.568 3.113
H 1.237 -3.073 -0.212
H 1.262 -1.181 -1.643
C -6.422 -4.010 1.634
C -6.421 -3.329 0.428
C -7.586 -3.299 -0.353
C -8.727 -4.013 -0.019
C -8.717 -4.671 1.213
C -7.585 -4.656 2.025
N -10.013 -3.844 -0.722
O -9.942 -3.659 -1.936
O -11.094 -3.948 -0.156
H -5.509 -4.013 2.211
H -5.558 -2.737 0.161
H -7.528 -2.779 -1.298
H -9.632 -5.148 1.531
H -7.673 -5.271 2.908
*
```

---

Computed, not measured: a structure of composition C31H26Cl2F2N10O2PV, with ωB97M-V/def2-TZVPD.

Computed properties:
HOMO (spin up / spin down), eV: -3.130 / -4.214
LUMO (spin up / spin down), Ha: 0.0661 / 0.0661
HOMO-LUMO gap (spin up / spin down), eV: 4.93 / 6.01

The geometry in ORCA input format:
```
! wB97M-V def2-TZVPD RIJCOSX def2/J DEFGRID3
* xyz -1 4
V -0.168 0.597 0.078
Cl -4.059 3.575 4.857
C -3.650 2.734 3.386
C -2.420 2.979 2.792
C -2.053 2.312 1.632
N -0.794 2.417 1.035
C -0.396 3.608 0.596
O -0.823 4.736 0.872
C 0.698 3.481 -0.438
C 1.403 4.608 -0.839
C 2.418 4.472 -1.764
C 2.705 3.204 -2.248
C 1.932 2.140 -1.821
N 0.909 2.270 -0.970
C -2.954 1.417 1.007
C -4.185 1.188 1.621
C -4.519 1.830 2.803
Cl -6.065 1.472 3.531
N -2.484 0.752 -0.142
C -3.389 0.316 -1.011
O -4.616 0.519 -1.060
C -2.926 -0.569 -2.149
C -2.958 -0.063 -3.451
C -2.720 -0.911 -4.510
C -2.473 -2.254 -4.248
C -2.457 -2.663 -2.927
N -2.665 -1.851 -1.890
H -1.735 3.687 3.235
H 1.128 5.553 -0.392
H 2.993 5.332 -2.087
H 3.519 3.030 -2.939
H 2.165 1.134 -2.136
H -4.895 0.511 1.174
H -3.182 0.985 -3.599
H -2.741 -0.541 -5.528
H -2.306 -2.967 -5.045
H -2.266 -3.704 -2.677
C -1.639 -4.336 2.539
N -1.431 -2.916 2.359
C -1.729 -1.933 3.266
C -1.341 -0.761 2.695
N -0.799 -1.007 1.462
C -0.858 -2.311 1.283
P -0.182 -3.354 -0.027
C 0.351 -2.228 -1.346
N 0.207 -0.925 -1.469
C 0.468 -0.626 -2.780
C 0.820 -1.757 -3.445
N 0.750 -2.774 -2.533
C 0.982 -4.172 -2.813
C 1.381 -3.839 0.784
N 2.167 -3.080 1.510
C 3.203 -3.871 1.904
C 3.041 -5.139 1.418
N 1.875 -5.123 0.703
C 1.227 -6.302 0.165
H -2.217 -4.488 3.447
H -0.687 -4.860 2.637
H -2.193 -4.746 1.694
H -2.200 -2.153 4.207
H -1.429 0.241 3.078
H 0.376 0.377 -3.156
H 1.104 -1.932 -4.468
H 1.317 -4.268 -3.843
H 0.065 -4.749 -2.682
H 1.760 -4.570 -2.160
H 4.009 -3.484 2.505
H 3.633 -6.033 1.512
H 1.962 -6.923 -0.345
H 0.455 -6.007 -0.540
H 0.761 -6.886 0.961
F 2.536 1.565 1.245
C 1.876 0.364 0.875
F 2.792 -0.202 -0.086
H 2.035 -0.284 1.749
*
```

---

Computed, not measured: a structure of composition C31H26CoN5S, with ωB97M-V/def2-TZVPD.

Computed properties:
HOMO (spin up / spin down), eV: -12.587 / -14.043
LUMO (spin up / spin down), Ha: -0.2608 / -0.2533
HOMO-LUMO gap (spin up / spin down), eV: 5.49 / 7.15

The geometry in ORCA input format:
```
! wB97M-V def2-TZVPD RIJCOSX def2/J DEFGRID3
* xyz 2 5
Co -0.373 -0.305 0.342
C 2.550 -0.265 1.103
N 1.828 -0.299 -0.196
C 2.050 -1.567 -0.895
C 1.363 -2.647 -0.104
C 1.828 -3.949 -0.029
C 1.121 -4.872 0.724
C -0.025 -4.463 1.392
C -0.428 -3.150 1.268
N 0.251 -2.262 0.533
C 2.155 0.883 -1.014
C 1.495 2.091 -0.377
C 1.914 3.415 -0.603
C 1.118 4.526 -0.100
C -0.353 4.573 -0.537
C -0.279 2.709 1.152
N 0.494 1.754 0.379
C 1.709 -0.164 2.365
C 2.358 -0.047 3.587
C 1.608 0.024 4.748
C 0.223 -0.022 4.663
C -0.350 -0.134 3.413
N 0.377 -0.203 2.291
H 3.249 0.575 1.102
H 3.165 -1.164 1.193
H 3.112 -1.798 -1.026
H 1.601 -1.498 -1.890
H 2.734 -4.228 -0.550
H 1.463 -5.896 0.796
H -0.600 -5.149 1.996
H -1.324 -2.787 1.756
H 1.748 0.736 -2.017
H 3.236 1.024 -1.114
H 2.822 3.604 -1.160
H 1.623 5.468 0.061
H -0.614 3.766 -1.220
H -0.095 2.494 2.211
H 3.439 -0.014 3.624
H 2.097 0.116 5.709
H -0.400 0.029 5.544
H -1.426 -0.163 3.287
S -4.062 2.058 -0.084
C -2.785 3.122 0.481
C -3.128 4.544 0.480
C -2.483 5.662 -0.061
C -1.223 5.760 -0.609
C -0.009 4.143 0.839
C -1.700 2.344 0.793
N -1.872 1.002 0.544
C -3.040 0.711 0.022
C -3.115 -0.585 -0.625
C -4.237 -1.126 -1.238
C -4.105 -2.277 -2.000
C -2.859 -2.860 -2.166
C -1.730 -2.332 -1.536
C -1.863 -1.209 -0.745
H -4.147 4.724 0.806
H -3.087 6.562 -0.065
H -0.895 6.688 -1.059
H -0.232 4.854 1.623
H -5.199 -0.638 -1.145
H -4.972 -2.707 -2.482
H -2.754 -3.745 -2.780
H -0.781 -2.832 -1.675
*
```

---

Computed, not measured: a structure of composition C31H26IMgN4OS, with ωB97M-V/def2-TZVPD.

Computed properties:
HOMO, eV: -9.160
LUMO, Ha: -0.0886
HOMO-LUMO gap, eV: 6.75

The geometry in ORCA input format:
```
! wB97M-V def2-TZVPD RIJCOSX def2/J DEFGRID3
* xyz 1 1
Mg -6.031 -13.685 -13.080
C -10.087 -15.588 -12.948
C -8.741 -15.347 -13.297
N -8.057 -14.416 -12.677
C -8.650 -13.612 -11.764
C -10.019 -13.828 -11.415
C -10.756 -14.795 -12.075
C -10.679 -12.978 -10.522
C -9.959 -11.933 -9.950
C -8.617 -11.740 -10.367
C -7.888 -12.595 -11.163
N -6.568 -12.576 -11.504
C -5.607 -11.804 -10.921
C -5.657 -11.052 -9.724
C -4.544 -10.284 -9.236
C -3.359 -10.323 -9.928
C -3.226 -11.076 -11.140
C -2.024 -11.053 -11.878
C -1.998 -11.777 -13.039
C -3.150 -12.575 -13.381
N -4.217 -12.559 -12.707
C -4.342 -11.827 -11.588
H -10.510 -16.437 -13.482
H -8.163 -16.020 -13.895
H -11.802 -15.015 -11.786
H -11.696 -13.208 -10.249
H -10.360 -11.191 -9.285
H -8.251 -10.810 -10.016
H -6.593 -11.036 -9.209
H -4.709 -9.776 -8.264
H -2.506 -9.913 -9.421
H -1.197 -10.470 -11.494
H -1.101 -11.853 -13.623
H -3.085 -13.123 -14.348
C -9.310 -7.925 -12.228
C -8.619 -8.807 -13.227
C -9.289 -9.965 -13.627
C -8.625 -10.835 -14.480
C -7.314 -10.570 -14.877
C -6.647 -9.380 -14.555
C -7.317 -8.540 -13.683
S -6.380 -11.792 -15.846
C -7.600 -12.190 -17.069
O -6.291 -13.091 -15.026
H -8.598 -7.524 -11.476
H -10.072 -8.486 -11.660
H -9.869 -7.145 -12.711
H -10.313 -10.216 -13.320
H -9.101 -11.698 -14.823
H -5.637 -9.162 -14.975
H -6.796 -7.639 -13.318
H -8.489 -12.625 -16.638
H -7.215 -12.943 -17.781
H -7.859 -11.264 -17.552
I -5.405 -16.408 -15.591
C -4.354 -16.361 -13.805
C -3.434 -17.350 -13.484
C -2.807 -17.289 -12.228
C -3.201 -16.292 -11.357
C -4.147 -15.391 -11.771
N -4.712 -15.386 -12.940
H -3.251 -18.129 -14.202
H -2.102 -18.088 -11.954
H -2.781 -16.229 -10.371
H -4.427 -14.561 -11.099
*
```

---

| no. | DFT total energy (eV) |
| --- | --- |
| 1 | -60379.3482 |
| 2 | -117184.6126 |
| 3 | -102697.6040 |
| 4 | -270605.1161 |
| 5 | -117025.2899 |
| 6 | -88465.3788 |
| 7 | -64955.9164 |